1.
21
Properties=species:S:1:pos:R:3 method="wB97M-V/def2-TZVPD" homo_lumo_gap_ha="0.43536 / 0.20177" lumo_ev="-3.1 / -8.6" e_homo_ev="-14.936 / -14.079" multiplicity=2 charge=+1 e_tot_ev=-10403.96955 relative_energy_ev=0.926
N -0.09598 -0.55573 -1.20971
C 0.61811 0.60619 -0.66601
C 1.93563 0.26898 -0.01145
C -0.27890 1.67963 0.03221
N -1.23730 2.22206 -0.84399
H -0.50924 -0.52607 -2.12841
H 0.58032 -1.32566 -1.24219
H 0.84812 1.07966 -1.63213
H 2.36977 1.12901 0.48681
H 2.64732 -0.04133 -0.78142
H 1.93998 -0.55437 0.70343
H -0.67136 1.13147 0.89760
H 0.47381 2.38212 0.38991
H -1.74416 3.00926 -0.47012
H -1.88362 1.57481 -1.27605
H -1.58792 -0.69424 0.36706
H -1.88787 -1.74882 1.30682
O -2.37219 -1.09254 0.78698
H -0.35414 -2.84453 2.22517
H 0.73259 -3.18956 1.20611
O 0.47703 -2.51033 1.85940

***

2.
45
Properties=species:S:1:pos:R:3 method="wB97M-V/def2-TZVPD" homo_lumo_gap_ha="0.30643 / 0.28218" lumo_ev="-3.9 / -4.5" e_homo_ev="-12.228 / -12.196" multiplicity=6 charge=+1 e_tot_ev=-77732.76982 relative_energy_ev=0.000
Fe 0.26139 0.16293 0.31556
O 1.87124 0.53889 -1.02416
C 3.12344 -0.14020 -0.73213
C 3.37304 0.13649 0.72748
N 2.18465 -0.23178 1.50751
C 2.09442 -1.64036 1.89779
C 0.62452 -2.03410 2.03084
O 0.28718 -3.12557 2.41673
O -0.21091 -1.07843 1.67809
C 2.02962 0.65021 2.67219
C 1.42980 1.96314 2.20702
O 1.79057 3.04212 2.59003
O 0.47106 1.76894 1.31765
H 1.64329 0.41087 -1.95502
H 3.90739 0.25964 -1.37208
H 3.00335 -1.20643 -0.92136
H 3.53227 1.20895 0.85429
H 4.27983 -0.37105 1.06958
H 2.59261 -1.83866 2.85256
H 2.56125 -2.28189 1.15142
H 2.97379 0.81721 3.19509
H 1.32383 0.19013 3.36412
C -3.89347 -0.59679 -1.35145
C -2.53340 -0.06159 -1.05796
N -1.57583 -0.78605 -0.62202
N -1.78132 -2.12148 -0.43930
C -0.71180 -2.94341 -0.55626
N -0.90316 -4.21431 -0.20794
S 0.74680 -2.36505 -1.14311
C -2.14266 1.34970 -1.28616
C -2.95908 2.27719 -1.90534
C -2.46337 3.55648 -2.13053
C -1.18429 3.86528 -1.71523
C -0.43708 2.88557 -1.07716
N -0.89927 1.65485 -0.88393
H -4.38837 -0.89053 -0.42157
H -3.81673 -1.48039 -1.98801
H -4.53343 0.12779 -1.84071
H -2.66580 -2.44473 -0.07342
H -1.65521 -4.47085 0.41303
H -0.08936 -4.80753 -0.19437
H -3.96166 2.02253 -2.21099
H -3.08036 4.29868 -2.61836
H -0.76436 4.85043 -1.85694
H 0.54554 3.09317 -0.67545

***

3.
84
Properties=species:S:1:pos:R:3 method="wB97M-V/def2-TZVPD" homo_lumo_gap_ha=0.16729 lumo_ev=-1.4 e_homo_ev=-5.915 multiplicity=1 e_tot_ev=-84647.65163 relative_energy_ev=0.000
Ti -3.51307 1.90922 -0.66152
C 1.11276 4.93973 0.86930
C 0.17776 3.77208 1.20667
C 0.20140 3.53122 2.71833
C 0.56634 2.55291 0.38257
C 1.78713 1.93785 0.64709
C 2.22785 0.83840 -0.07258
C 1.43821 0.36712 -1.11492
C 0.22210 0.96124 -1.42582
C -0.56492 0.54654 -2.65804
C -0.11739 -0.77119 -3.27849
C -0.47229 1.66061 -3.70982
C -0.25615 2.04722 -0.64866
N -1.53122 2.51111 -0.90890
C -1.88835 3.84332 -1.19695
C -1.08216 4.87621 -1.65704
C -1.69742 6.10071 -1.91263
C -3.06635 6.26421 -1.74044
C -3.85646 5.18903 -1.32161
C -3.27303 3.96984 -1.04397
F -3.69298 1.47752 -2.40632
H 0.73585 5.86830 1.29938
H 1.21127 5.08032 -0.20565
H 2.11101 4.76068 1.27621
H -0.83955 4.05654 0.93177
H 1.14017 3.07123 3.03868
H -0.62981 2.92061 3.05754
H 0.12239 4.48461 3.24329
H 2.41478 2.34399 1.43298
H 3.19060 0.38875 0.14213
H 1.79788 -0.45353 -1.72411
H -1.62210 0.47153 -2.39029
H 0.86254 -0.67975 -3.75585
H -0.82455 -1.07620 -4.05034
H -0.04834 -1.57910 -2.54656
H 0.56780 1.81417 -4.01025
H -0.86450 2.59477 -3.31528
H -1.05511 1.40552 -4.59600
H -0.02030 4.74052 -1.82297
H -1.09679 6.93354 -2.25872
H -3.52147 7.22391 -1.94837
H -4.92901 5.31781 -1.22268
C 1.14325 -1.59316 4.55193
C 1.33012 -0.79130 3.27802
N 0.11421 -0.75972 2.45735
C -0.77550 0.23441 2.67322
C -1.82438 0.52872 1.86166
C -2.73664 1.68008 2.22566
O -2.76293 2.02578 3.39175
O -3.37839 2.18139 1.23682
C -1.99882 -0.23717 0.68467
O -2.77881 0.03407 -0.25744
C -1.20962 -1.48077 0.59381
C -1.49974 -2.37780 -0.43691
C -0.68915 -3.46169 -0.62747
F -0.89556 -4.29298 -1.66732
C 0.41283 -3.65209 0.20713
C 0.70528 -2.78536 1.24003
C -0.11786 -1.66754 1.45224
N 1.35613 -4.75086 -0.02679
C 2.39238 -4.42770 -1.06835
C 3.55598 -5.42873 -0.89974
N 3.17315 -6.38804 0.12865
C 1.97613 -7.11664 -0.26683
C 0.79566 -6.11950 -0.31312
H 2.06576 -1.59663 5.13198
H 0.86605 -2.62641 4.34054
H 0.35821 -1.15918 5.16990
H 2.14090 -1.17309 2.65828
H 1.58377 0.24856 3.48245
H -0.59641 0.86250 3.53673
H -2.32359 -2.17045 -1.10710
H 1.55732 -2.97262 1.87836
H 2.68991 -3.39183 -0.92063
H 1.88427 -4.51237 -2.02731
H 4.45288 -4.90462 -0.57364
H 3.76793 -5.89793 -1.86773
H 1.89142 -4.90770 0.83722
H 3.93383 -7.01445 0.35323
H 1.77159 -7.89449 0.46677
H 2.08155 -7.59460 -1.24826
H 0.03568 -6.31446 0.44125
H 0.32472 -6.07790 -1.28852
I -6.19797 1.53109 -0.32364

***

4.
69
Properties=species:S:1:pos:R:3 method="wB97M-V/def2-TZVPD" homo_lumo_gap_ha="0.23979 / 0.24025" lumo_ev="-0.7 / -0.7" e_homo_ev="-7.229 / -7.236" multiplicity=3 e_tot_ev=-84414.32153
Pr 0.45001 0.37970 0.39001
C -1.67526 -2.13117 4.04889
C -1.12962 -1.01475 3.22009
N -1.03563 -1.07078 1.84978
N -1.62002 -2.10370 1.23955
C -1.22570 -2.30269 -0.02488
O -0.41843 -1.58044 -0.71610
C -1.66973 -3.66151 -0.50037
C -0.93882 -4.34326 -1.43764
C -1.34655 -5.61906 -1.80583
C -2.38755 -6.23301 -1.11577
C -3.12662 -5.55265 -0.14979
C -2.76787 -4.25618 0.16667
C -0.58642 0.18511 3.81783
C -0.72321 0.51445 5.19345
C -0.27669 1.75447 5.61406
C 0.42951 2.56952 4.73017
C 0.56950 2.18414 3.42234
N 0.10446 1.00414 2.96982
H -1.82784 -3.00109 3.40140
H -2.61189 -1.85911 4.53291
H -0.95278 -2.41344 4.84072
H -0.04191 -3.87123 -1.91695
H -0.85730 -6.05974 -2.70186
H -2.68526 -7.30217 -1.38081
H -4.04196 -5.93971 0.25291
H -3.37386 -3.68840 0.86609
H -1.20855 -0.21658 5.87524
H -0.52198 2.15388 6.60278
H 0.82774 3.51695 5.04592
H 1.10216 2.78666 2.66614
C -3.91129 2.91242 -1.58469
Si -2.30721 1.94128 -1.67407
C -2.71629 0.37647 -2.61530
C -1.26342 3.00120 -2.81002
C -1.61218 1.75188 0.04442
H -4.30448 3.03697 -2.59563
H -3.82815 3.88446 -1.05960
H -4.67592 2.27929 -1.10058
H -2.54234 0.51826 -3.70295
H -3.75214 0.06123 -2.42575
H -2.04141 -0.40400 -2.25387
H -1.26555 2.60838 -3.82870
H -0.21271 2.90535 -2.50207
H -1.62612 4.08674 -2.79344
H -2.16250 0.93729 0.61527
H -1.67034 2.69964 0.60011
F 7.11507 1.25674 -0.20294
C 5.88293 1.45851 0.22991
C 5.39112 2.74303 0.30636
F 6.16466 3.70939 -0.26107
C 4.07318 2.97549 0.65882
F 3.58015 4.23872 0.60631
C 3.19119 1.91339 0.87322
O 1.89308 2.16912 0.82055
C 3.78930 0.66603 1.01209
F 2.95671 -0.44403 1.23902
C 5.09393 0.41797 0.69160
F 5.60221 -0.82898 0.86805
C 0.80524 0.62229 -4.24930
S 1.79773 -0.39479 -2.99634
C 3.44604 0.19600 -3.37049
O 1.53206 0.36786 -1.67945
H 1.29992 1.63892 -4.36176
H -0.21955 0.68473 -3.90039
H 0.84579 0.12475 -5.25727
H 3.71779 -0.20032 -4.35391
H 4.12851 -0.06986 -2.54921
H 3.37305 1.32983 -3.43369

***

5.
90
Properties=species:S:1:pos:R:3 method="wB97M-V/def2-TZVPD" homo_lumo_gap_ha=0.38704 lumo_ev=-0.4 e_homo_ev=-10.911 multiplicity=1 e_tot_ev=-90181.81151 relative_energy_ev=0.000
O 0.21388 0.15099 -1.98714
C 0.10134 0.20941 -0.81799
O -0.86014 0.88124 -0.14848
C -0.31037 1.11203 1.17311
C 0.45758 -0.18188 1.37283
F -0.38129 -1.20103 1.76183
O 0.88579 -0.46871 0.06836
H 0.39343 1.93760 1.08451
H -1.15932 1.26035 1.82897
H 1.27876 -0.05893 2.07124
O 2.42285 2.09163 2.36517
C 3.44309 2.03469 2.96296
O 3.78336 1.05988 3.81030
C 5.07893 1.30221 4.33681
C 5.51654 2.61512 3.66041
F 6.59374 2.39818 2.85002
O 4.43491 2.95500 2.83790
H 5.01238 1.44275 5.41363
H 5.80304 0.52603 4.10550
H 5.77800 3.40070 4.36526
O -0.62489 -2.38456 -7.70780
C -0.57786 -2.33638 -6.52850
O -1.10519 -3.26928 -5.70952
C -1.10897 -2.77191 -4.35795
C -0.22866 -1.52281 -4.43263
F 1.00271 -1.80337 -3.88046
O -0.01572 -1.33466 -5.80909
H -2.14930 -2.51010 -4.16620
H -0.68859 -3.50037 -3.67599
H -0.60257 -0.61917 -3.96797
O -5.86996 2.87856 -3.27825
C -5.48826 1.80331 -3.00382
O -4.19290 1.42239 -2.95308
C -4.10473 0.08724 -2.48484
C -5.54285 -0.23942 -2.05515
F -5.66748 -0.02877 -0.68737
O -6.29569 0.75294 -2.67939
H -3.81618 -0.54735 -3.32344
H -3.45183 -0.08435 -1.64351
H -5.86949 -1.24871 -2.27239
O -3.54934 -2.64669 -1.43048
C -2.62076 -3.10595 -0.85869
O -2.70032 -3.93391 0.18420
C -1.38802 -4.18895 0.67403
C -0.46001 -3.64779 -0.41224
F 0.08430 -4.67139 -1.15215
O -1.32562 -2.94019 -1.25671
H -1.25093 -3.74213 1.65800
H -1.26169 -5.26471 0.81001
H 0.33325 -3.01816 -0.02078
O 3.00491 1.88557 -1.39267
C 2.86247 2.89076 -0.80305
O 3.83267 3.60880 -0.22384
C 3.26964 4.75520 0.43720
C 1.86387 4.79059 -0.12390
F 1.77277 5.70424 -1.14149
O 1.65028 3.49410 -0.56750
H 3.28995 4.64850 1.51834
H 3.90509 5.58518 0.13756
H 1.09330 5.05565 0.59475
C 2.21842 1.32263 -4.46018
C 3.59392 1.78812 -4.36581
N 4.66995 2.17769 -4.30155
H 1.54830 2.18036 -4.48490
H 1.97121 0.68245 -3.61704
H 2.08237 0.75521 -5.38034
C -1.70081 4.05551 0.24949
C -2.29001 5.38291 0.06596
N -2.75638 6.42258 -0.07694
H -1.58843 3.57662 -0.71678
H -2.29708 3.55469 1.00888
H -0.72027 4.21124 0.69746
C -0.35358 -3.12973 4.34169
C -1.68588 -3.70049 4.46405
N -2.72735 -4.15425 4.58507
H -0.42761 -2.12238 3.94216
H 0.27024 -3.73745 3.68887
H 0.15930 -3.09577 5.30184
C 3.49280 -5.00048 2.49760
C 2.95971 -3.65150 2.41171
N 2.55661 -2.57882 2.35351
H 4.58290 -4.97232 2.47056
H 3.16853 -5.58921 1.64231
H 3.21714 -5.47418 3.43666
C -4.23054 0.22630 3.56318
C -3.69970 -0.61950 2.49616
N -3.30789 -1.29945 1.64884
H -4.29308 -0.35376 4.47998
H -5.24110 0.52377 3.26985
H -3.66560 1.15003 3.65932

***

6.
8
Properties=species:S:1:pos:R:3 method="wB97M-V/def2-TZVPD" homo_lumo_gap_ha=0.39277 lumo_ev=0.2 e_homo_ev=-10.470 multiplicity=1 e_tot_ev=-30228.42215 relative_energy_ev=0.178
O 1.42410 -0.00059 -0.79202
C 0.25373 0.07106 -0.54914
S -0.95640 1.12593 -1.30302
C -0.10984 -0.68949 0.77441
F 1.03615 -1.30299 1.21581
Cl -0.73647 0.37263 2.08054
H -0.04824 1.87796 -1.98734
H -0.86302 -1.45450 0.56075

***

7.
17
Properties=species:S:1:pos:R:3 method="wB97M-V/def2-TZVPD" homo_lumo_gap_ha=0.38164 lumo_ev=0.8 e_homo_ev=-9.560 multiplicity=1 e_tot_ev=-9441.58164 relative_energy_ev=1.461
C 1.31672 -0.69002 -1.04985
C 0.46547 0.55244 -0.79938
O -0.88128 0.36154 -1.22407
C 0.41042 0.95514 0.67989
C -0.73972 0.32703 1.50321
C -1.24149 -1.02232 1.03046
O -0.60687 -2.04754 1.13773
H 2.35237 -0.50210 -0.74488
H 0.94097 -1.54992 -0.48967
H 1.33013 -0.94009 -2.11856
H 0.90821 1.39105 -1.36202
H -0.85902 -0.01727 -2.11233
H 1.37453 0.71834 1.13925
H 0.29447 2.04083 0.74914
H -1.58813 1.01607 1.52144
H -0.39386 0.19425 2.53478
H -2.26328 -1.03537 0.60400

***

8.
15
Properties=species:S:1:pos:R:3 method="wB97M-V/def2-TZVPD" homo_lumo_gap_ha="0.30584 / 0.28915" lumo_ev="-1.0 / -1.0" e_homo_ev="-9.355 / -8.858" multiplicity=1 e_tot_ev=-159941.35611
C -1.31558 -0.00617 -0.12337
C -0.33340 0.47101 -0.80278
C -0.42767 -1.51176 1.69680
C -1.39291 -0.94718 0.98825
C 1.24944 0.25238 -0.66343
C 1.86128 0.72214 0.68782
C 1.62594 -0.70880 0.35788
Cl -3.08955 -1.18858 1.41109
Br 3.65756 1.38936 0.57188
Br 2.80588 -2.11814 0.16192
H -2.25626 0.31527 -0.51422
H -0.61096 1.15598 -1.61357
H -0.50195 -2.30609 2.46968
H 1.88937 0.31404 -1.57625
H 1.30713 1.17719 1.41520

***

9.
75
Properties=species:S:1:pos:R:3 method="wB97M-V/def2-TZVPD" homo_lumo_gap_ha="0.25781 / 0.21303" lumo_ev="2.7 / 1.2" e_homo_ev="-4.360 / -4.638" multiplicity=3 charge=-1 e_tot_ev=-66162.46178 relative_energy_ev=0.869
Au -1.07179 0.44984 -0.71012
C 5.02971 -3.24656 -0.14492
C 4.69771 -2.80006 -1.41342
C 3.47301 -2.20116 -1.64832
C 2.55121 -2.05196 -0.61462
C 2.89721 -2.49216 0.65968
C 4.12161 -3.09296 0.89088
P 0.90871 -1.20706 -0.78112
C 1.22361 -0.39246 -2.38982
C 2.10931 0.68124 -2.35272
C 2.28771 1.48194 -3.46152
C 1.58391 1.21094 -4.62502
C 0.71401 0.13514 -4.67292
C 0.52471 -0.66246 -3.55752
C -0.13939 -2.62716 -1.23992
C 0.41921 -3.85006 -1.53412
C -0.38259 -4.96916 -1.78842
C -1.74309 -4.87046 -1.71832
C -2.35919 -3.63746 -1.42132
C -3.76179 -3.52556 -1.32742
C -4.33989 -2.32006 -1.04842
C -3.54289 -1.17776 -0.89112
C -2.17089 -1.22746 -0.96642
C -1.55379 -2.48056 -1.20562
H 5.98831 -3.71696 0.03208
H 5.39971 -2.91996 -2.22772
H 3.22421 -1.86426 -2.64472
H 2.17641 -2.35536 1.45358
H 4.37711 -3.43536 1.88408
H 2.63711 0.88394 -1.42842
H 2.95871 2.32964 -3.41592
H 1.71091 1.84574 -5.49102
H 0.16641 -0.07456 -5.58212
H -0.17999 -1.48366 -3.58292
H 1.49251 -3.96336 -1.57112
H 0.08831 -5.91406 -2.02552
H -2.36999 -5.73596 -1.89542
H -4.37199 -4.40876 -1.47342
H -5.41499 -2.23346 -0.95302
H -4.03209 -0.23206 -0.69592
F 2.36101 0.41734 5.57978
C 1.01041 0.43894 5.62238
C 0.29541 -0.15966 4.64398
N -1.06139 -0.17756 4.64808
C -1.76849 -0.86196 3.58218
C -1.15359 -0.51496 2.16438
O -0.19789 -1.19886 1.81298
O -1.71619 0.43074 1.58068
C -1.78489 0.40954 5.66748
O -2.99069 0.37644 5.75038
N -1.01469 1.03244 6.63008
C 0.37171 1.10774 6.73818
O 0.89311 1.67004 7.67678
H 0.77021 -0.64646 3.80108
H -2.81379 -0.55416 3.62128
H -1.68139 -1.94536 3.71848
H -1.53929 1.48624 7.37068
C 1.45711 3.39894 0.49158
C 0.32541 4.17884 -0.09452
C 0.22011 5.54334 0.02168
C -0.84449 6.23774 -0.54322
C -1.84699 5.54424 -1.21062
C -1.78619 4.18184 -1.37262
C -2.87359 3.41954 -2.05722
C -0.65729 3.45234 -0.85742
N -0.46689 2.20254 -1.12312
H 2.08551 4.01634 1.13128
H 2.06521 2.97324 -0.30632
H 1.06611 2.55744 1.06328
H 0.97421 6.09084 0.57198
H -0.89289 7.31424 -0.46332
H -2.69309 6.08894 -1.61092
H -3.57699 4.09534 -2.54012
H -3.41379 2.80694 -1.33492
H -2.44769 2.73904 -2.79412

***

10.
15
Properties=species:S:1:pos:R:3 method="wB97M-V/def2-TZVPD" homo_lumo_gap_ha=0.32688 lumo_ev=0.8 e_homo_ev=-8.137 multiplicity=1 e_tot_ev=-9304.67163 relative_energy_ev=1.722
H -2.16233 -0.60265 -0.90815
N -1.58060 -1.10484 -1.59400
C -0.33323 -1.04563 -1.26701
C 0.22790 -0.27206 -0.12820
C 1.45442 -0.87150 0.49034
C -0.32621 0.90143 0.22919
N 0.04407 1.66354 1.29950
O -1.36521 1.47558 -0.45917
H 0.39921 -1.61118 -1.86781
H 1.19799 -1.78018 1.04356
H 2.18486 -1.13291 -0.28346
H 1.95739 -0.18527 1.17863
H -0.70935 2.30255 1.54515
H 0.35728 1.12142 2.09842
H -1.34619 1.14170 -1.37699

***

11.
20
Properties=species:S:1:pos:R:3 method="wB97M-V/def2-TZVPD" homo_lumo_gap_ha=0.40788 lumo_ev=-3.4 e_homo_ev=-14.475 multiplicity=1 charge=+1 e_tot_ev=-10957.36749 relative_energy_ev=1.252
C 0.00098 1.65934 -0.78678
N 0.20464 0.17228 -0.86280
C 1.47247 -0.33014 -0.22216
C 1.24957 -0.59266 1.27971
O 0.12261 0.08936 1.77481
C -1.10988 -0.23746 1.17236
C -0.94966 -0.63623 -0.28295
O -2.12376 -0.34143 -0.94016
H 0.97450 2.14104 -0.81462
H -0.58254 1.97359 -1.64501
H -0.49593 1.91210 0.13954
H 0.25703 -0.06359 -1.85202
H 2.25419 0.40226 -0.39887
H 1.74205 -1.25393 -0.73364
H 2.10260 -0.20637 1.83216
H 1.19048 -1.66762 1.47664
H -1.63092 -1.04380 1.69445
H -1.74428 0.64658 1.22653
H -0.64808 -1.68073 -0.39000
H -2.28606 -0.94260 -1.66718